(1)
{"formula": "C2H2FGaLi2O", "method": "the ωB97M-V functional and the def2-TZVPD basis", "spin_multiplicity": 1, "homo_lumo_gap_ev": [3.2, 6.4], "e_lumo_ev": [-14.16, -12.38], "e_above_lowest_kj_mol": 113.4, "total_charge": 2, "species": ["H", "Li", "O", "C", "F", "Ga", "C", "H", "Li"], "positions_angstrom": [[1.525, -1.407, 2.020], [-1.035, -0.076, 0.089], [1.317, -0.265, 0.282], [0.945, -1.348, 1.086], [-0.653, -0.095, -3.176], [2.407, 0.905, 0.417], [-0.042, -2.146, 0.651], [-0.260, -2.954, 1.363], [0.180, -1.077, -2.035]]}

***

(2)
{"formula": "C2H4ClOP", "method": "the ωB97M-V functional and the def2-TZVPD basis", "spin_multiplicity": 1, "homo_lumo_gap_ev": [4.1, 3.3], "e_lumo_ev": [-3.62, -3.92], "e_above_lowest_kj_mol": 357.3, "species": ["C", "P", "Cl", "C", "H", "H", "H", "H", "O"], "positions_angstrom": [[-0.447, -0.153, 1.342], [1.954, 0.097, 0.039], [-3.293, -0.027, -0.850], [0.197, -0.221, 0.136], [-0.070, 0.050, 2.245], [1.509, 0.388, -2.061], [-0.533, -0.255, -0.650], [-1.586, -0.235, 1.297], [2.269, 0.356, -1.498]]}

***

(3)
{"formula": "C5H7NO", "method": "the ωB97M-V functional and the def2-TZVPD basis", "spin_multiplicity": 1, "homo_lumo_gap_ev": [8.1, 7.5], "e_lumo_ev": [-0.79, -1.07], "e_above_lowest_kj_mol": 450.6, "species": ["O", "H", "H", "H", "H", "H", "C", "C", "H", "C", "N", "C", "H", "C"], "positions_angstrom": [[0.969, 1.639, 0.317], [2.013, -1.395, -0.513], [-1.953, -0.779, 1.405], [-0.691, 0.465, 1.686], [-1.357, 1.610, -0.417], [-2.351, 0.173, -0.886], [-0.203, -0.246, -0.840], [-1.438, 0.522, -0.397], [0.019, -0.631, -1.837], [1.124, 0.517, -0.129], [-0.170, -1.073, 0.277], [-1.156, -0.190, 0.939], [3.086, -0.162, 0.389], [2.108, -0.451, 0.006]]}

***

(4)
{"formula": "C12H13N4O2OsSe", "method": "the ωB97M-V functional and the def2-TZVPD basis", "spin_multiplicity": 1, "homo_lumo_gap_ev": 6.0, "e_lumo_ev": -4.93, "e_above_lowest_kj_mol": 26.4, "total_charge": 1, "species": ["O", "C", "H", "C", "C", "C", "H", "H", "H", "C", "H", "H", "Os", "H", "C", "Se", "H", "C", "H", "C", "N", "C", "H", "C", "H", "N", "O", "C", "H", "N", "H", "C", "N"], "positions_angstrom": [[-1.627, -0.965, -0.470], [0.813, -0.982, 2.663], [1.973, 1.536, 0.907], [1.624, -1.932, -2.279], [-3.583, -0.179, 0.710], [2.014, -1.024, 1.911], [2.822, -0.312, 1.905], [-0.890, -2.434, 2.827], [2.776, -2.590, 0.540], [-0.240, 1.264, -1.476], [-0.903, 0.515, -1.891], [-1.490, 2.256, -3.565], [0.359, -1.007, 0.401], [0.537, -3.950, 1.122], [-2.134, -0.451, 0.562], [2.378, -2.461, -3.740], [2.106, 3.819, -0.072], [0.798, -2.979, 1.509], [-4.077, -0.241, -0.255], [0.081, -2.199, 2.424], [1.107, -1.566, -1.283], [1.362, 1.824, 0.069], [-4.015, -0.925, 1.379], [-0.150, 2.560, -2.028], [-3.731, 0.800, 1.163], [0.506, 0.918, -0.442], [-1.300, -0.185, 1.491], [1.424, 3.085, -0.483], [0.478, -0.161, 3.276], [0.682, 3.465, -1.516], [-0.777, 3.830, -3.478], [1.991, -2.246, 1.193], [-0.916, 2.919, -3.077]]}

***

(5)
{"formula": "CH3ClN2S", "method": "the ωB97M-V functional and the def2-TZVPD basis", "spin_multiplicity": 3, "homo_lumo_gap_ev": [9.2, 9.7], "e_lumo_ev": [0.77, -1.47], "e_above_lowest_kj_mol": 0.0, "species": ["H", "H", "H", "Cl", "C", "S", "N", "N"], "positions_angstrom": [[-2.822, -0.794, -0.043], [1.779, 0.969, -1.190], [-0.340, 0.676, 0.652], [-0.740, -1.895, -0.314], [-1.715, -0.468, 0.169], [2.779, -0.190, 0.421], [2.413, 1.085, -0.302], [-1.353, 0.617, 0.607]]}

***

(6)
{"formula": "C4H11NO", "method": "the ωB97M-V functional and the def2-TZVPD basis", "smiles": "C1CCNC1.O", "spin_multiplicity": 1, "homo_lumo_gap_ev": 9.4, "e_lumo_ev": 0.86, "e_above_lowest_kj_mol": 104.2, "species": ["H", "H", "O", "H", "H", "H", "H", "H", "C", "H", "H", "C", "C", "N", "C", "H", "H"], "positions_angstrom": [[0.322, -0.297, -1.654], [-0.107, -2.440, 0.397], [-2.097, 3.253, -1.150], [1.973, 0.605, -0.149], [-1.602, -0.581, 1.290], [-1.307, -1.776, -0.855], [0.600, -0.599, 2.202], [0.401, 1.058, 1.529], [0.740, -0.966, -0.904], [-1.940, 3.788, -0.360], [-1.226, 2.908, -1.379], [-0.459, -1.596, -0.210], [0.405, -0.009, 1.291], [-0.820, -0.482, 0.664], [1.479, -0.288, 0.229], [1.340, -1.655, -1.494], [2.299, -0.922, 0.553]]}